C10H27ClILaO2P2S | the ωB97M-V functional and the def2-TZVPD basis

Properties
Total charge ... +2
Electronic energy ... -65787.1292 eV
HOMO level ... -14.9 eV
HOMO-LUMO gap ... 0.3127 Ha

Positions of all 45 atoms, in Å:
C: 6.756069 -1.080511 -0.136787
C: 5.642587 -0.729676 0.817419
H: 7.709982 -1.147106 0.416514
H: 6.824035 -0.306743 -0.915381
H: 6.531414 -2.043386 -0.619020
O: 5.679201 -0.550766 1.997436
I: 3.481545 -0.498400 -0.182260
La: 0.423323 0.228262 0.608046
P: -0.838178 -2.546069 0.559616
C: -1.757295 -3.286462 1.959587
C: -1.752092 -3.388652 -0.797735
H: -1.710295 -4.468581 -0.583856
H: 0.367050 -4.608368 0.548054
H: -1.268735 -3.183582 -1.761040
H: 1.323712 -3.319768 -0.290263
H: -2.778481 -2.889603 2.043539
H: -2.806052 -3.084459 -0.859478
C: 0.693701 -3.557179 0.580237
H: -1.802376 -4.374025 1.787965
H: 1.263149 -3.361345 1.501657
H: -1.216088 -3.080086 2.892373
P: 0.225922 3.005804 -0.420702
C: -0.331198 4.370167 0.657273
C: 1.979311 3.461881 -0.642050
H: -0.193223 2.983096 -2.820724
H: -0.185095 4.638170 -2.150660
H: -1.599745 3.583218 -1.924780
C: -0.506892 3.604777 -1.979928
H: 2.466254 2.782071 -1.347162
H: 2.017837 4.487633 -1.023621
H: -0.112343 5.327059 0.159977
H: 0.186496 4.324507 1.623166
H: 2.507459 3.406228 0.315585
H: -1.412390 4.287924 0.826336
Cl: 0.132825 -0.246540 -1.913080
C: -4.210102 0.006454 1.363410
S: -2.808920 -0.414217 0.351749
C: -3.338213 0.104934 -1.280615
O: -1.818224 0.736213 0.740204
H: -4.919870 -0.834999 1.318082
H: -4.644342 0.910634 0.913000
H: -3.852900 0.186173 2.388280
H: -3.753026 1.115135 -1.171027
H: -2.488104 0.067572 -1.977093
H: -4.107697 -0.617392 -1.572241

Cartesian forces (eV/Å) of the 3 atoms listed first:
C -0.36 0.00 -0.48
C 1.14 0.45 4.16
H -0.64 0.10 -0.03

Atom charges from the Löwdin analysis, given in e for atoms 1 to 4: -0.05 -0.58 0.12 0.10

C10H27FN2O3Pd | the ωB97M-V functional and the def2-TZVPD basis

Properties
Total charge ... -1
Electronic energy ... -26122.8531 eV
HOMO level (alpha / beta) ... 0.8 / -4.2 eV
Spin multiplicity ... 4
HOMO-LUMO gap (alpha / beta) ... 0.0806 / 0.2593 Ha

Positions of all 44 atoms, in Å:
Pd: 0.163762 0.282022 -0.378832
F: 0.753542 1.460062 -2.032005
C: 0.744772 -3.176390 2.699595
C: -0.210118 -2.066436 2.253780
O: 0.111369 -1.391262 1.081772
H: 0.855454 -3.806192 1.816870
H: 0.267990 -3.810834 3.446766
H: 1.715835 -2.789217 3.008203
H: -0.287767 -1.362167 3.082083
H: -1.261957 -2.349135 2.296306
C: -0.763363 3.776083 2.150419
C: -0.128388 2.878995 1.068195
C: 1.361501 2.642202 1.405425
O: 1.736673 1.468847 0.625827
C: 3.115262 1.200160 0.662098
N: -0.806843 1.571496 1.161083
H: -0.211597 3.561466 3.065623
H: -1.804498 3.600579 2.421240
H: -0.639643 4.807172 1.819300
H: -0.270542 3.270096 0.060754
H: 1.397983 2.370178 2.460305
H: 1.979490 3.529414 1.267428
H: 3.576567 2.102658 0.261119
H: 3.385185 0.295124 0.117891
H: 3.468334 1.093127 1.687751
H: -1.787744 1.752382 1.002332
H: -0.746084 1.145304 2.074736
C: -3.113124 -1.797606 -2.384483
C: -1.805331 -1.293037 -1.755792
C: -0.565669 -1.526121 -2.758475
O: 0.610390 -1.316781 -2.025969
C: 1.908083 -1.612640 -2.683142
N: -1.833644 0.120762 -1.474059
H: -3.539208 -1.012830 -3.009533
H: -3.793430 -1.969330 -1.550343
H: -3.025757 -2.731995 -2.938903
H: -1.574635 -1.892520 -0.875163
H: -0.672273 -0.774579 -3.540730
H: -0.573642 -2.489322 -3.268646
H: 2.701191 -1.044783 -2.196702
H: 1.838602 -1.009061 -3.588114
H: 2.133652 -2.670096 -2.821004
H: -2.802826 0.385178 -1.369759
H: -1.607556 0.579030 -2.345246

Cartesian forces (eV/Å) of the 3 atoms listed first:
Pd -1.37 -0.02 0.75
F -0.13 0.04 -0.02
C -0.73 -0.10 -1.19

Atom charges from the Löwdin analysis, given in e for atoms 1 to 4: 0.96 -0.60 -0.12 -0.52

C10H27N2O7S2 | the ωB97M-V functional and the def2-TZVPD basis

Properties
Total charge ... +1
Electronic energy ... -49783.3353 eV
HOMO level ... -12.8 eV
HOMO-LUMO gap ... 0.3528 Ha

Positions of all 48 atoms, in Å:
N: 2.393680 0.480058 -0.771534
C: 2.121648 0.357023 -2.173574
C: 1.197883 1.460846 -2.677572
O: 0.208837 1.703155 -1.725348
C: -0.628342 0.592241 -1.442574
C: -0.113586 -0.820228 -1.831916
N: 1.320859 -0.917802 -2.326310
H: 2.761375 1.391934 -0.522779
H: 3.056419 -0.215094 -0.442534
H: 3.002562 0.274967 -2.819441
H: 0.771816 1.155292 -3.644627
H: 1.750655 2.384753 -2.837144
H: -0.795388 0.609620 -0.368944
H: -1.592269 0.734999 -1.934496
H: -0.726460 -1.248906 -2.618418
H: -0.206064 -1.485453 -0.980711
H: 1.310348 -1.158031 -3.318611
H: 1.792969 -1.692275 -1.857808
O: 2.466383 3.535390 2.216846
S: 1.780965 4.617815 1.571828
O: 2.295480 5.942727 1.693549
O: 0.255961 4.577931 1.981556
C: -0.054175 4.559157 3.407911
C: 0.123306 5.908951 4.062576
C: 1.575429 4.220624 -0.128583
H: 0.555862 3.788801 3.879947
H: -1.092775 4.237955 3.434574
H: 1.167670 6.214137 4.080277
H: -0.238082 5.851198 5.089631
H: -0.446840 6.671549 3.533153
H: 1.164502 3.217554 -0.199695
H: 2.570321 4.282578 -0.568545
H: 0.914618 4.946471 -0.595285
O: -3.184190 -4.435585 -1.505958
S: -2.519251 -4.085726 -0.289550
O: -1.264851 -3.384497 -0.399949
O: -2.342063 -5.359263 0.611367
C: -1.807244 -6.573343 0.001898
C: -0.316092 -6.503937 -0.225484
C: -3.591739 -3.192209 0.774922
H: -2.358497 -6.765015 -0.918104
H: -2.063865 -7.346595 0.721049
H: -0.060243 -5.764038 -0.982399
H: 0.032080 -7.479517 -0.564759
H: 0.203405 -6.249194 0.697828
H: -4.528380 -3.736569 0.854712
H: -3.753024 -2.219458 0.315169
H: -3.111615 -3.084992 1.743858

Cartesian forces (eV/Å) of the 3 atoms listed first:
N 0.15 -0.18 -0.03
C 0.13 0.19 0.25
C 0.06 -0.11 0.05

Atom charges from the Löwdin analysis, given in e for atoms 1 to 4: 0.12 -0.31 -0.15 -0.13

C10H28BMnO6 | the ωB97M-V functional and the def2-TZVPD basis

Properties
Total charge ... -1
Electronic energy ... -55098.7033 eV
HOMO level (alpha / beta) ... -1.1 / -1.1 eV
Spin multiplicity ... 6
HOMO-LUMO gap (alpha / beta) ... 0.1193 / 0.1191 Ha

Positions of all 46 atoms, in Å:
Mn: 0.228751 -0.111995 0.520467
O: 0.709471 4.934465 1.579967
C: 1.621321 3.922575 1.995487
C: 1.076091 2.432005 1.999137
O: -0.034269 1.876815 1.223557
H: 2.147121 4.256945 2.889817
H: 2.366551 4.003425 1.204157
H: 0.698631 2.199675 2.994947
H: 1.863341 1.742535 1.694237
B: 1.526751 -1.487615 1.614997
H: 0.962421 -0.837245 2.265227
H: 2.193741 -2.067695 2.233757
H: 0.833721 -2.171175 1.149487
H: 1.964921 -0.873315 0.843707
C: -0.846319 -2.799755 -1.092673
O: 0.021631 -1.734495 -1.019473
C: 1.228991 -1.890815 -1.693523
C: 1.643701 -0.556875 -2.282403
O: 1.726461 0.458625 -1.276483
C: 2.279141 1.701835 -1.792283
H: -1.111899 -2.927765 -2.142043
H: -1.746159 -2.590365 -0.514273
H: -0.375879 -3.721025 -0.749083
H: 1.277991 -2.655565 -2.468683
H: 2.013851 -2.189155 -0.998483
H: 0.988201 -0.208885 -3.080733
H: 2.610691 -0.747665 -2.747843
H: 1.620681 2.127415 -2.549523
H: 3.229141 1.607345 -2.318273
H: 2.408971 2.436575 -0.997683
C: -1.386549 1.010875 -2.094693
O: -1.493079 0.369825 -0.784703
C: -2.810669 -0.048075 -0.570573
C: -2.933979 -0.404845 0.914907
O: -1.710179 -0.985755 1.388197
C: -1.775749 -1.612485 2.635497
H: -1.565029 0.301565 -2.902863
H: -0.435319 1.516535 -2.260733
H: -2.131229 1.797915 -2.213503
H: -3.159399 -0.883375 -1.177823
H: -3.563309 0.699775 -0.820293
H: -3.758579 -1.097535 1.083197
H: -3.127399 0.544235 1.414837
H: -1.683479 -0.909475 3.463357
H: -0.892709 -2.243575 2.735867
H: -2.701109 -2.184455 2.703847

Cartesian forces (eV/Å) of the 3 atoms listed first:
Mn -0.34 2.92 1.20
O 0.38 -1.12 1.12
C -2.61 1.80 -3.16

Atom charges from the Löwdin analysis, given in e for atoms 1 to 4: 0.83 -0.48 -0.47 -0.32

C10H28ClI2OP2V | the ωB97M-V functional and the def2-TZVPD basis

Properties
Total charge ... +2
Electronic energy ... -85844.9496 eV
HOMO level (alpha / beta) ... -15.6 / -15.7 eV
Spin multiplicity ... 3
HOMO-LUMO gap (alpha / beta) ... 0.2312 / 0.2332 Ha

Positions of all 45 atoms, in Å:
I: -0.776327 -0.309137 -3.816314
I: 0.068405 2.417234 -2.820765
V: -0.076648 0.587699 0.587350
P: -2.473727 1.035480 0.196893
C: -3.303754 0.926596 -1.406379
C: -3.483839 -0.087216 1.229097
H: -4.539861 0.158041 1.080021
H: -4.217764 2.571417 0.840078
H: -3.229720 0.043920 2.278635
H: -2.638672 2.980248 1.610038
H: -2.936325 0.061583 -1.962472
H: -3.269857 -1.116582 0.964286
C: -3.129248 2.646635 0.694596
H: -4.397006 0.891980 -1.279007
H: -2.888894 3.364202 -0.097236
H: -2.994044 1.789358 -2.004249
P: 2.352406 1.110910 0.225431
C: 3.185312 0.893687 -1.369624
C: 3.172626 2.652557 0.729352
H: 3.007901 0.096930 2.315876
H: 4.321227 0.089027 1.117018
H: 2.958096 -1.098590 1.022359
C: 3.259728 -0.091021 1.276815
H: 2.719941 3.018847 1.648299
H: 4.247393 2.467555 0.866601
H: 4.264018 0.737564 -1.226130
H: 2.987574 1.795827 -1.955249
H: 3.005433 3.393277 -0.055058
H: 2.722378 0.074430 -1.925991
Cl: -0.050576 1.447026 2.721047
C: 0.963682 -2.535879 -2.083982
C: -0.089339 -1.725142 -1.334700
O: 0.265041 -1.502354 0.024037
C: -0.267932 -2.567441 0.786498
C: 0.001726 -2.301478 2.257186
H: 2.014836 -2.426171 -1.724929
H: 0.990905 -2.231225 -3.149018
H: 0.625263 -3.592601 -2.036710
H: -0.250180 -0.705718 -1.805459
H: -1.069857 -2.225120 -1.389816
H: -1.379232 -2.586853 0.647979
H: 0.171722 -3.521547 0.416229
H: -0.487877 -1.363710 2.560916
H: -0.425261 -3.053700 2.923521
H: 1.070317 -2.210552 2.422911

Cartesian forces (eV/Å) of the 3 atoms listed first:
I -0.12 3.21 -2.31
I -0.82 -2.23 -0.34
V 0.71 0.43 1.86

Atom charges from the Löwdin analysis, given in e for atoms 1 to 4: 0.67 0.36 0.42 0.73

Please write out number 4 again, unchanged.
C10H28BMnO6 | the ωB97M-V functional and the def2-TZVPD basis

Properties
Total charge ... -1
Electronic energy ... -55098.7033 eV
HOMO level (alpha / beta) ... -1.1 / -1.1 eV
Spin multiplicity ... 6
HOMO-LUMO gap (alpha / beta) ... 0.1193 / 0.1191 Ha

Positions of all 46 atoms, in Å:
Mn: 0.228751 -0.111995 0.520467
O: 0.709471 4.934465 1.579967
C: 1.621321 3.922575 1.995487
C: 1.076091 2.432005 1.999137
O: -0.034269 1.876815 1.223557
H: 2.147121 4.256945 2.889817
H: 2.366551 4.003425 1.204157
H: 0.698631 2.199675 2.994947
H: 1.863341 1.742535 1.694237
B: 1.526751 -1.487615 1.614997
H: 0.962421 -0.837245 2.265227
H: 2.193741 -2.067695 2.233757
H: 0.833721 -2.171175 1.149487
H: 1.964921 -0.873315 0.843707
C: -0.846319 -2.799755 -1.092673
O: 0.021631 -1.734495 -1.019473
C: 1.228991 -1.890815 -1.693523
C: 1.643701 -0.556875 -2.282403
O: 1.726461 0.458625 -1.276483
C: 2.279141 1.701835 -1.792283
H: -1.111899 -2.927765 -2.142043
H: -1.746159 -2.590365 -0.514273
H: -0.375879 -3.721025 -0.749083
H: 1.277991 -2.655565 -2.468683
H: 2.013851 -2.189155 -0.998483
H: 0.988201 -0.208885 -3.080733
H: 2.610691 -0.747665 -2.747843
H: 1.620681 2.127415 -2.549523
H: 3.229141 1.607345 -2.318273
H: 2.408971 2.436575 -0.997683
C: -1.386549 1.010875 -2.094693
O: -1.493079 0.369825 -0.784703
C: -2.810669 -0.048075 -0.570573
C: -2.933979 -0.404845 0.914907
O: -1.710179 -0.985755 1.388197
C: -1.775749 -1.612485 2.635497
H: -1.565029 0.301565 -2.902863
H: -0.435319 1.516535 -2.260733
H: -2.131229 1.797915 -2.213503
H: -3.159399 -0.883375 -1.177823
H: -3.563309 0.699775 -0.820293
H: -3.758579 -1.097535 1.083197
H: -3.127399 0.544235 1.414837
H: -1.683479 -0.909475 3.463357
H: -0.892709 -2.243575 2.735867
H: -2.701109 -2.184455 2.703847

Cartesian forces (eV/Å) of the 3 atoms listed first:
Mn -0.34 2.92 1.20
O 0.38 -1.12 1.12
C -2.61 1.80 -3.16

Atom charges from the Löwdin analysis, given in e for atoms 1 to 4: 0.83 -0.48 -0.47 -0.32